A molecular structure, CH4N2OS in a non-equilibrium geometry, computed with ωB97M-V/def2-TZVPD.

Structure (XYZ):
```
9
Properties=species:S:1:pos:R:3:forces:R:3:nbo_charge:R:1
C 0.2273 0.2771 0.0531 0.41 4.76 -0.81 0.108
H 1.9552 1.6156 0.2341 -3.32 -0.37 -1.07 0.426
H 0.2848 2.1117 -0.7474 2.77 -1.10 3.06 0.414
H -1.5130 0.8535 1.1541 1.62 0.43 -5.12 0.363
H -1.7230 -1.2707 1.3303 -0.72 1.16 -4.09 0.290
N 0.8637 1.5526 0.0814 -1.09 1.17 -2.02 -0.862
N -1.1815 0.6072 -0.1084 -1.78 -1.81 6.12 -0.307
O -2.0348 -0.5275 -0.1860 1.78 -0.98 3.48 -0.441
S 1.1335 -0.9919 -0.0383 0.33 -3.25 0.45 0.008
```
Positions in Å, forces in eV/Å.

Summary:
Net charge = 0
Gap between HOMO and LUMO = 7.06 eV
HOMO = -8.893 eV

***

2 unconnected molecules or ions with the total composition CH4N2OS in a non-equilibrium geometry, computed with ωB97M-V/def2-TZVPD.

Structure (XYZ):
```
9
Properties=species:S:1:pos:R:3:forces:R:3:nbo_charge:R:1
C -1.8147 -0.2658 -0.8694 -1.70 0.19 0.38 -0.224
N 0.7034 0.9302 0.2294 0.11 2.89 -0.45 -0.663
N 0.6406 -0.2334 -0.4245 0.89 -3.15 1.04 -0.178
O 0.4069 -1.3034 0.6551 3.05 -1.35 -0.07 -0.682
S -2.3471 0.2462 0.4678 -0.37 -0.11 -0.28 0.247
H 1.2957 -1.8539 0.7139 -2.65 1.88 -0.38 0.470
H 1.5738 1.4429 -0.0658 -1.50 -0.58 0.41 0.372
H -0.1674 1.5107 0.0898 1.39 -0.59 0.35 0.342
H -0.2911 -0.4735 -0.7964 0.79 0.82 -1.01 0.314
```
Positions in Å, forces in eV/Å.

Summary:
Net charge = 0
Gap between HOMO and LUMO = 9.02 eV
HOMO = -9.390 eV

***

2 unconnected molecules or ions with the total composition CH4N2OS in a non-equilibrium geometry, computed with ωB97M-V/def2-TZVPD.

Structure (XYZ):
```
9
Properties=species:S:1:pos:R:3:forces:R:3:lowdin_spin:R:1
C -0.4057 -0.1348 1.1886 -0.52 0.07 0.17 0.024
N -0.3339 0.8828 -2.2859 -0.42 0.34 -0.95 0.662
N 0.8178 -0.0873 0.4352 0.51 -0.77 -0.80 0.283
O -0.5190 0.5812 -3.3901 0.06 0.20 0.59 0.455
S 0.9576 -0.7756 -1.0595 0.27 -0.19 0.98 0.556
H -0.6555 -1.1409 1.5481 0.13 0.09 -0.09 0.012
H -0.3166 0.5317 2.0451 -0.06 0.03 0.03 0.000
H -1.2157 0.2115 0.5472 -0.02 -0.01 0.07 0.006
H 1.6710 -0.0686 0.9712 0.06 0.24 0.01 0.002
```
Positions in Å, forces in eV/Å.

Summary:
Net charge = 0
Gap between HOMO and LUMO (spin up / spin down) = 8.30 / 7.75 eV
HOMO (spin up / spin down) = -7.839 / -8.986 eV
2S+1 = 3

***

A single CH4N2P2 molecule in a non-equilibrium geometry, computed with ωB97M-V/def2-TZVPD.

Structure (XYZ):
```
9
Properties=species:S:1:pos:R:3:forces:R:3:nbo_charge:R:1
C -1.1637 0.0972 -1.7412 -1.34 -1.29 3.00 -0.908
N 1.8289 0.1764 1.7584 1.25 -0.44 1.54 -1.190
N -0.3721 -0.3589 0.7425 0.26 0.79 -2.35 -1.265
P 1.2323 0.1314 0.3607 -1.61 -0.82 -0.92 1.231
P -1.7389 -0.5148 -0.3133 0.75 0.10 -0.13 0.911
H -1.7926 0.1787 -2.5347 -1.63 0.00 -2.28 0.220
H -0.2810 0.5931 -1.7456 2.63 1.33 -0.50 0.204
H 2.8448 0.1003 1.7683 -0.10 0.62 0.09 0.382
H -0.5578 -0.4034 1.7050 -0.21 -0.27 1.55 0.415
```
Positions in Å, forces in eV/Å.

Summary:
Net charge = 0
Gap between HOMO and LUMO = 8.82 eV
HOMO = -9.024 eV

***

A single CH4N2P2 molecule in a non-equilibrium geometry, computed with ωB97M-V/def2-TZVPD.

Structure (XYZ):
```
9
Properties=species:S:1:pos:R:3:forces:R:3:nbo_charge:R:1
C -0.0174 -1.1653 0.6115 1.66 0.84 0.33 -1.148
N -2.5239 -1.1734 0.2899 -4.14 0.47 -0.90 -1.208
N 1.3542 -1.1382 -1.5062 1.99 -1.35 -0.83 -1.125
P -1.2942 -0.3847 -0.0377 1.73 -1.70 1.77 1.387
P 1.5044 -1.4473 0.1622 0.22 0.26 0.21 0.966
H -2.7065 -2.0889 -0.0740 -0.02 -0.18 0.04 0.402
H 2.0957 -1.7058 -1.9423 -0.07 0.66 -0.32 0.368
H 0.5150 -1.5451 -1.8646 -0.78 0.10 -0.25 0.378
H -1.1149 0.9634 0.1210 -0.59 0.91 -0.04 -0.021
```
Positions in Å, forces in eV/Å.

Summary:
Net charge = 0
Gap between HOMO and LUMO (spin up / spin down) = 7.67 / 7.67 eV
HOMO (spin up / spin down) = -8.464 / -8.465 eV

***

A single CH4N2P2 molecule in a non-equilibrium geometry, computed with ωB97M-V/def2-TZVPD.

Structure (XYZ):
```
9
Properties=species:S:1:pos:R:3:forces:R:3:nbo_charge:R:1
C -0.0311 -1.1583 0.6513 1.12 2.50 0.11 -1.230
N -2.5048 -1.2824 0.1628 -2.49 1.05 -1.06 -1.105
N 1.3842 -1.2947 -1.5632 2.26 -1.45 0.96 -1.170
P -1.3152 -0.3038 0.0371 1.20 -2.68 1.84 1.340
P 1.4804 -1.4399 0.1569 0.28 -0.49 -1.75 1.010
H -1.9391 -2.1279 0.1897 -0.52 -0.55 0.02 0.375
H 2.1261 -1.7402 -2.1156 -0.44 0.50 0.41 0.391
H 0.8263 -0.6784 -2.0876 -0.97 0.71 -0.41 0.383
H -1.3559 1.0672 0.2032 -0.44 0.40 -0.13 0.006
```
Positions in Å, forces in eV/Å.

Summary:
Net charge = 0
Gap between HOMO and LUMO (spin up / spin down) = 7.57 / 7.57 eV
HOMO (spin up / spin down) = -8.351 / -8.351 eV

***

A single CH4N2S2 molecule in a non-equilibrium geometry, computed with ωB97M-V/def2-TZVPD.

Structure (XYZ):
```
9
Properties=species:S:1:pos:R:3:forces:R:3:nbo_charge:R:1
C -0.4616 0.3418 -0.1607 -0.55 -1.04 0.81 0.227
H -2.4513 -0.1526 -0.1842 0.65 -0.52 0.06 0.427
H -1.3180 -1.5537 -0.0860 -0.56 0.72 -0.07 0.389
H 0.8813 -1.2126 -0.2061 -0.02 -0.12 0.00 0.389
H 2.4861 0.7309 1.1635 -0.19 0.07 -1.38 0.115
N -1.5152 -0.5508 -0.1063 0.99 0.31 -0.29 -0.812
N 0.7848 -0.2185 -0.0851 0.21 -0.59 -0.42 -0.769
S -0.6247 1.9463 -0.1180 -0.80 1.44 -0.21 -0.189
S 2.2186 0.6693 -0.2171 0.26 -0.26 1.50 0.224
```
Positions in Å, forces in eV/Å.

Summary:
Net charge = 0
Gap between HOMO and LUMO = 8.67 eV
HOMO = -8.175 eV

***

2 unconnected molecules or ions with the total composition CH4N2Si in a non-equilibrium geometry, computed with ωB97M-V/def2-TZVPD.

Structure (XYZ):
```
8
Properties=species:S:1:pos:R:3:forces:R:3:nbo_charge:R:1
C -0.8640 -3.1116 -0.1888 -0.44 0.38 -0.21 0.291
N -1.6378 -2.3337 -0.5884 2.22 -2.46 1.21 -0.721
N 0.6993 1.6152 -0.8595 -1.37 0.37 1.01 -1.286
Si 0.8281 1.3697 0.7098 -1.37 0.45 0.65 1.337
H -2.1990 -1.6370 -0.8997 -1.76 2.12 -1.00 0.430
H 1.5636 1.5307 -1.3057 1.59 -0.37 -1.35 0.363
H 1.9232 0.8602 1.4913 0.74 -0.25 0.27 -0.215
H -0.3133 1.7065 1.6409 0.39 -0.25 -0.57 -0.199
```
Positions in Å, forces in eV/Å.

Summary:
Net charge = 0
Gap between HOMO and LUMO = 10.14 eV
HOMO = -10.150 eV

***

Question: Number 5 is which compound?
Answer: CH4N2P2

***

Question: Look up the net charge of the seventh one.
Answer: 0